A 2-piece molecular cluster, C3H8O overall at a distorted geometry, computed with ωB97M-V/def2-TZVPD.

* energy: -194.30807 Eh
* energy relative to the best compared isomer or geometry (same formula, charge and spin): 73.2 kJ/mol
* multiplicity: 1
* HOMO level: -0.368 Ha
* maximum force: 1.6 eV/A
* molar mass: 60.096 g/mol
* E_LUMO: 1.088 eV

Last columns: bonded neighbours and bond lengths (Å).
Atoms and positions in Å:
1 O 1.54794 1.58519 -1.97072  C4 1.206
2 C -2.44909 -2.61266 5.32785  H7 1.084, H8 1.083, H9 1.085, H10 1.100
3 C 1.42931 2.03009 -4.27304  C4 1.490, H5 1.094, H6 1.085, H12 1.100
4 C 2.10888 1.54946 -3.03767  O1 1.206, C3 1.490, H11 1.103
5 H 1.29212 1.21465 -4.98920  C3 1.094
6 H 0.52361 2.60324 -4.10499  C3 1.085
7 H -3.53188 -2.57769 5.36696  C2 1.084
8 H -2.03330 -3.60025 5.48279  C2 1.083
9 H -1.84840 -1.91246 5.89968  C2 1.085
10 H -2.24822 -2.22362 4.31922  C2 1.100
11 H 3.15811 1.23004 -3.15172  C4 1.103
12 H 2.05092 2.71401 -4.86916  C3 1.100